Record 1
Molecular formula: C4H6N2O2
Method: DFT, the ωB97M-V functional and the def2-TZVPD basis

Cartesian coordinates (Å):
C: 1.444 -1.044 1.189
C: 0.371 -0.451 0.330
C: -0.625 0.627 -1.134
N: -0.795 1.411 -2.239
C: -1.481 0.429 -0.064
O: -0.883 -0.505 0.783
O: 1.414 -0.546 2.504
N: 0.511 -0.097 -0.930
H: 0.515 -0.604 2.834
H: -1.741 1.544 -2.556
H: -0.108 1.252 -2.963
H: -2.355 0.938 0.298
H: 1.314 -2.141 1.184
H: 2.420 -0.813 0.762

Computed properties:
Max |F| in eV/A: 3.61
E_tot in eV: -11319.149
Relative energy (zero: lowest compared OMol25 entry of this formula, charge and spin) in eV: 1.892
LUMO energy in Eh: 0.0289

***

Record 2
Molecular formula: C12H11NO
Method: DFT, the ωB97M-V functional and the def2-TZVPD basis

Cartesian coordinates (Å):
C: 0.190 1.189 -0.955
C: -0.973 0.409 -0.405
C: -1.255 0.558 0.945
C: -2.367 -0.120 1.565
C: -3.177 -0.761 0.625
C: -2.671 -1.105 -0.694
C: -1.679 -0.443 -1.186
C: 1.507 0.343 -0.495
C: 2.484 1.050 0.287
C: 3.395 0.087 0.862
C: 2.684 -1.667 -0.328
C: 1.513 -1.003 -0.630
H: -0.834 2.624 -0.054
H: -0.104 1.047 -2.097
H: -0.732 1.399 1.610
H: -2.594 -0.199 2.583
H: -4.155 -1.136 0.856
H: -3.489 -1.748 -1.116
H: -1.352 -0.401 -2.261
H: 2.300 2.142 0.534
H: 4.328 0.502 1.248
H: 2.880 -2.835 -0.117
H: 0.401 -1.290 -0.674
N: 3.527 -1.110 0.353
O: 0.172 2.468 -0.459

Computed properties:
Max |F| in eV/A: 8.11
E_tot in eV: -16154.984
Relative energy (zero: lowest compared OMol25 entry of this formula, charge and spin) in eV: 5.000
LUMO energy in Eh: 0.0224

***

Record 3
Molecular formula: C4H8N2OP
Method: DFT, the ωB97M-V functional and the def2-TZVPD basis

Cartesian coordinates (Å):
C: 1.076 0.547 0.197
C: 0.865 1.848 0.510
C: -1.968 -1.327 -0.395
C: 0.226 -2.165 -0.594
N: 0.967 2.700 -0.571
N: -0.977 -2.025 0.088
O: 0.584 2.463 1.684
P: 1.598 -0.976 0.254
H: -2.748 -0.751 0.200
H: -2.081 -1.085 -1.438
H: 0.495 -3.189 -0.413
H: 0.015 -1.838 -1.577
H: 1.799 2.643 -1.097
H: 0.688 3.638 -0.231
H: 0.320 1.756 2.272
H: -0.859 -2.238 1.111

Computed properties:
Max |F| in eV/A: 3.44
E_tot in eV: -18584.076
Relative energy (zero: lowest compared OMol25 entry of this formula, charge and spin) in eV: 2.629
Charge: +1
LUMO energy (spin up / spin down) in Eh: -0.1801 / -0.1801

***

Record 4
Molecular formula: C3H13N4
Method: DFT, the ωB97M-V functional and the def2-TZVPD basis

Cartesian coordinates (Å):
N: 2.447 -1.619 -1.433
C: 1.495 -1.273 -0.548
N: 1.658 -0.262 0.271
N: 0.356 -1.969 -0.580
H: 3.283 -1.056 -1.475
H: 2.354 -2.430 -2.017
H: 0.816 0.028 0.808
H: 2.432 0.371 0.194
H: -0.417 -1.604 -0.049
H: 0.100 -2.542 -1.366
C: -1.790 1.573 -0.417
C: -1.136 1.564 0.949
N: -0.988 0.175 1.478
H: -1.881 2.618 -0.722
H: -1.276 0.995 -1.179
H: -2.834 1.250 -0.347
H: -0.143 2.015 0.888
H: -1.751 2.158 1.628
H: -0.803 0.228 2.481
H: -1.922 -0.220 1.437

Computed properties:
Max |F| in eV/A: 1.98
E_tot in eV: -9277.458
Relative energy (zero: lowest compared OMol25 entry of this formula, charge and spin) in eV: 0.086
Charge: +1
LUMO energy in Eh: -0.1048

***

Record 5
Molecular formula: C16H16F13N2O3
Method: DFT, the ωB97M-V functional and the def2-TZVPD basis

Cartesian coordinates (Å):
C: -3.000 4.964 -1.006
C: -1.919 4.029 -0.315
O: -2.145 2.643 -0.694
C: -1.479 1.791 0.147
N: -0.504 2.184 1.101
C: -0.153 1.009 1.713
N: -0.744 -0.126 1.259
C: -0.573 -1.540 1.661
C: 0.722 -1.764 2.571
C: 1.367 -3.177 2.381
F: 1.878 -3.584 3.593
F: 0.330 -4.078 2.083
C: 2.402 -3.305 1.185
F: 1.785 -3.554 -0.035
F: 3.104 -4.485 1.449
C: 3.507 -2.172 1.116
F: 4.670 -2.774 0.678
F: 3.774 -1.823 2.443
C: 3.129 -0.857 0.330
F: 3.293 0.207 1.227
F: 1.822 -0.774 -0.107
C: 4.054 -0.490 -0.908
F: 3.673 0.809 -1.265
F: 5.380 -0.368 -0.564
C: 3.821 -1.363 -2.203
F: 2.696 -0.984 -2.880
F: 3.743 -2.704 -1.980
F: 4.880 -1.143 -3.053
C: -1.631 0.347 0.234
C: -2.569 -0.613 -0.563
O: -3.825 0.092 -0.734
C: -4.254 0.022 -2.091
C: -3.798 1.190 -3.028
O: -4.945 -0.896 -2.417
H: -4.011 4.649 -0.619
H: -2.806 5.995 -0.590
H: -2.925 4.920 -2.121
H: -2.110 4.131 0.798
H: -0.873 4.378 -0.563
H: -0.110 3.093 1.334
H: 0.582 0.925 2.553
H: -0.446 -2.133 0.713
H: -1.508 -1.923 2.156
H: 1.466 -0.934 2.489
H: 0.334 -1.733 3.633
H: -2.137 -0.974 -1.532
H: -2.813 -1.473 0.132
H: -4.173 2.152 -2.578
H: -2.676 1.182 -3.107
H: -4.284 1.033 -4.025

Computed properties:
Max |F| in eV/A: 4.51
E_tot in eV: -61292.727
Charge: +1
LUMO energy in Eh: -0.1174

***

Record 6
Molecular formula: C4H6Cl4O2
Method: DFT, the ωB97M-V functional and the def2-TZVPD basis

Cartesian coordinates (Å):
C: 2.576 0.636 0.150
C: 1.849 -0.220 -0.832
C: 1.381 -1.329 -0.405
C: -2.179 1.196 0.029
O: -1.397 0.375 0.722
O: -3.337 1.179 -0.115
Cl: -3.676 -1.610 0.493
Cl: 0.522 -2.405 -1.377
Cl: 1.519 -1.840 1.159
Cl: -1.196 2.642 -0.305
H: 3.453 0.099 0.492
H: 1.969 0.638 1.043
H: 3.016 1.546 -0.312
H: 1.734 0.063 -1.881
H: -1.875 -0.454 1.006
H: -4.360 -0.519 0.134

Computed properties:
Max |F| in eV/A: 3.23
E_tot in eV: -58429.428
Relative energy (zero: lowest compared OMol25 entry of this formula, charge and spin) in eV: 0.085
LUMO energy in Eh: 0.0143

***

Question: Which of these has the lowest E_tot?
Answer: C16H16F13N2O3

***

Question: Number 5 is which compound?
Answer: C16H16F13N2O3

***

Repeat the fourth record exactly.
Molecular formula: C3H13N4
Method: DFT, the ωB97M-V functional and the def2-TZVPD basis

Cartesian coordinates (Å):
N: 2.447 -1.619 -1.433
C: 1.495 -1.273 -0.548
N: 1.658 -0.262 0.271
N: 0.356 -1.969 -0.580
H: 3.283 -1.056 -1.475
H: 2.354 -2.430 -2.017
H: 0.816 0.028 0.808
H: 2.432 0.371 0.194
H: -0.417 -1.604 -0.049
H: 0.100 -2.542 -1.366
C: -1.790 1.573 -0.417
C: -1.136 1.564 0.949
N: -0.988 0.175 1.478
H: -1.881 2.618 -0.722
H: -1.276 0.995 -1.179
H: -2.834 1.250 -0.347
H: -0.143 2.015 0.888
H: -1.751 2.158 1.628
H: -0.803 0.228 2.481
H: -1.922 -0.220 1.437

Computed properties:
Max |F| in eV/A: 1.98
E_tot in eV: -9277.458
Relative energy (zero: lowest compared OMol25 entry of this formula, charge and spin) in eV: 0.086
Charge: +1
LUMO energy in Eh: -0.1048